P:
{"formula": "C2H9NOS", "method": "the ωB97M-V functional and the def2-TZVPD basis", "elements": ["S", "O", "N", "C", "C", "H", "H", "H", "H", "H", "H", "H", "H", "H"], "coordinates": [[1.294, -2.643, -2.444], [-1.034, 2.726, 1.311], [-1.685, 1.136, 2.878], [-1.894, 2.456, 2.400], [2.142, -1.129, -1.816], [3.163, -1.080, -2.196], [1.608, -0.310, -2.289], [-2.906, 2.640, 2.022], [-1.016, 1.992, 0.684], [-1.886, 3.275, 3.130], [-0.729, 0.857, 2.897], [2.160, -1.123, -0.736], [-2.214, 0.788, 3.655], [0.044, -2.093, -2.467]], "nbo_charge": [-0.067, -0.725, -0.883, 0.110, -0.716, 0.223, 0.222, 0.136, 0.472, 0.142, 0.371, 0.214, 0.377, 0.123], "lumo_ev": 0.58, "homo_energy_ev": -9.13, "smiles": "NCO.CS"}

=====

Q:
{"formula": "C2H9NOS", "method": "the ωB97M-V functional and the def2-TZVPD basis", "elements": ["S", "O", "N", "C", "C", "H", "H", "H", "H", "H", "H", "H", "H", "H"], "coordinates": [[0.381, 0.978, -0.850], [-2.250, 3.876, 3.401], [-0.121, -1.856, -1.841], [0.563, -1.785, -0.518], [1.459, -0.519, -0.629], [-0.107, -1.474, 0.297], [1.802, -0.249, 0.352], [1.044, -2.745, -0.311], [-0.925, -1.245, -1.794], [0.956, 1.487, -1.952], [-0.466, -2.787, -2.050], [2.007, -0.490, -1.555], [-2.933, 3.296, 3.747], [-1.408, 3.513, 3.702]], "nbo_charge": [-0.103, -0.938, -0.851, -0.237, -0.495, 0.168, 0.219, 0.205, 0.367, 0.132, 0.358, 0.237, 0.468, 0.470], "lumo_ev": 0.82, "homo_energy_ev": -8.95, "smiles": "NCCS.O"}

=====

Stability ranking, top entry: Q; the second entry is 0.0040 hartree less favorable.